# 1
A molecular structure, C29H49Cl2OPPb. Source: the OMol25 dataset; level of theory: wB97M-V/def2-TZVPD.

```
! wB97M-V def2-TZVPD RIJCOSX def2/J DEFGRID3
* xyz 0 1
P 0.113 -0.638 -1.309
C 1.709 -0.020 -2.093
C 2.023 -0.366 -3.560
C 3.451 0.069 -3.923
C 3.660 1.568 -3.670
C 3.319 1.936 -2.220
C 1.896 1.489 -1.854
C -1.313 0.264 -2.129
C -1.311 0.447 -3.654
C -2.653 1.019 -4.138
C -2.974 2.346 -3.438
C -2.950 2.187 -1.912
C -1.614 1.605 -1.429
C -0.031 -2.337 -2.086
C 1.157 -3.206 -1.632
C 1.071 -4.631 -2.198
C -0.254 -5.301 -1.814
C -1.445 -4.445 -2.259
C -1.355 -3.019 -1.694
H 2.467 -0.529 -1.475
H 1.313 0.142 -4.222
H 1.910 -1.441 -3.739
H 3.662 -0.173 -4.972
H 4.166 -0.503 -3.314
H 4.692 1.855 -3.904
H 3.010 2.140 -4.348
H 4.033 1.444 -1.544
H 3.426 3.017 -2.066
H 1.673 1.737 -0.809
H 1.179 2.044 -2.474
H -2.156 -0.400 -1.881
H -3.451 0.293 -3.924
H -1.101 -0.503 -4.159
H -0.510 1.144 -3.933
H -2.634 1.158 -5.227
H -3.949 2.725 -3.767
H -2.226 3.097 -3.733
H -3.138 3.153 -1.426
H -3.764 1.513 -1.606
H -1.626 1.460 -0.343
H -0.811 2.322 -1.644
H -0.002 -2.250 -3.182
H 2.105 -2.746 -1.932
H 1.161 -3.247 -0.533
H 1.151 -4.588 -3.294
H 1.919 -5.226 -1.839
H -0.289 -5.429 -0.723
H -0.318 -6.303 -2.255
H -2.388 -4.909 -1.945
H -1.465 -4.395 -3.357
H -2.209 -2.433 -2.052
H -1.428 -3.051 -0.598
Pb -0.005 0.381 3.134
Cl -2.030 -0.299 2.293
Cl 2.218 0.420 2.567
C -0.345 1.878 4.137
H -0.606 1.844 5.199
C -0.432 3.196 3.531
C -1.138 4.218 4.202
C -1.282 5.478 3.630
C -0.716 5.749 2.382
C 0.001 4.753 1.712
C 0.146 3.492 2.278
H -1.580 4.003 5.172
H -1.834 6.252 4.157
H 0.458 4.967 0.750
H 0.740 2.733 1.773
H -0.824 6.734 1.938
C -0.147 -0.487 6.875
C 0.893 -0.669 5.754
O 0.412 -1.146 4.491
C -0.589 -2.152 4.548
C -0.037 -3.462 5.115
H -0.967 0.186 6.567
H 0.355 -0.053 7.766
H -0.585 -1.455 7.186
H 1.401 0.307 5.604
H 1.699 -1.347 6.107
H -1.496 -1.810 5.093
H -0.899 -2.405 3.514
H 0.295 -3.346 6.166
H -0.827 -4.242 5.085
H 0.826 -3.802 4.504
*
```

For the total energy, the calculation gives -2664.1028 Eh. The lowest unoccupied orbital energy comes out at -0.596 eV. The max |F| comes out at 8.6 eV Å⁻¹. The HOMO energy is -5.97 eV.

These are the Mulliken partial charges, in e, on atoms 1 to 5: atom 1 (P): 0.452, atom 2 (C): 0.037, atom 3 (C): -0.232, atom 4 (C): -1.002, atom 5 (C): -0.656

=====

# 2
A molecular structure, C29H50Br4N3O8P2SbScTe. Source: the OMol25 dataset; level of theory: wB97M-V/def2-TZVPD.

```
! wB97M-V def2-TZVPD RIJCOSX def2/J DEFGRID3
* xyz -1 1
Sc 0.272 1.031 1.552
N 2.612 -2.032 0.031
C 3.351 -1.416 1.194
C 4.699 -2.096 1.357
P 3.441 0.377 0.768
O 4.325 0.234 -0.595
O 4.141 1.190 1.779
O 2.028 0.700 0.315
P 2.287 -1.581 2.715
O 1.426 -2.865 2.214
O 3.123 -1.859 3.891
O 1.363 -0.395 2.689
H 3.131 -1.890 -0.837
H 1.670 -1.614 -0.086
H 2.445 -3.025 0.202
H 5.299 -2.007 0.449
H 4.572 -3.150 1.616
H 5.229 -1.623 2.180
H 4.964 0.952 -0.668
H 0.511 -2.835 2.539
Br -5.392 -1.710 4.696
C -4.193 -0.486 3.895
C -4.415 0.879 3.972
Br -5.933 1.564 4.868
C -3.495 1.768 3.384
Br -3.679 3.648 3.506
C -2.380 1.301 2.713
O -1.424 2.045 2.207
C -2.188 -0.106 2.575
O -1.129 -0.463 1.900
C -3.066 -0.969 3.209
Br -2.648 -2.814 3.099
C 2.053 1.315 4.731
N 1.023 2.060 3.999
C -0.158 2.171 4.857
C 1.558 3.384 3.684
C 0.735 4.097 2.638
N 0.830 3.465 1.309
C -0.166 4.133 0.449
C 2.159 3.720 0.734
H 2.338 1.864 5.642
H 2.932 1.173 4.106
H 1.679 0.336 5.014
H 0.116 2.608 5.830
H -0.577 1.179 5.027
H -0.923 2.786 4.393
H 2.582 3.249 3.333
H 1.611 4.007 4.592
H 1.064 5.144 2.563
H -0.318 4.096 2.917
H 0.022 5.216 0.439
H -1.165 3.933 0.829
H -0.102 3.744 -0.563
H 2.334 4.802 0.659
H 2.205 3.285 -0.261
H 2.944 3.267 1.334
C 0.257 1.332 -7.357
C -0.095 1.257 -5.895
C -1.316 0.759 -5.470
C -1.656 0.679 -4.121
C -2.995 0.096 -3.760
C -0.747 1.115 -3.140
Te -1.352 0.953 -1.095
C 0.490 1.632 -3.564
C 1.504 2.169 -2.593
C 0.794 1.689 -4.921
H -0.528 0.891 -7.972
H 1.189 0.801 -7.568
H 0.393 2.367 -7.680
H -2.032 0.410 -6.209
H -3.544 -0.196 -4.657
H -3.594 0.808 -3.188
H -2.874 -0.783 -3.122
H 1.475 1.625 -1.652
H 1.301 3.223 -2.383
H 2.514 2.102 -3.006
H 1.760 2.087 -5.220
C -1.258 -5.908 -1.003
C -0.143 -4.864 -0.947
Sb -0.716 -2.729 -0.902
C -0.479 -2.556 -3.045
C -1.312 -3.496 -3.908
C -2.837 -3.095 -0.731
C -3.708 -1.912 -0.325
H -0.858 -6.924 -1.076
H -1.918 -5.751 -1.857
H -1.880 -5.872 -0.107
H 0.517 -4.962 -1.815
H 0.475 -5.038 -0.060
H 0.590 -2.728 -3.215
H -0.665 -1.515 -3.309
H -1.133 -4.545 -3.661
H -1.083 -3.363 -4.970
H -2.380 -3.305 -3.784
H -2.897 -3.880 0.025
H -3.176 -3.535 -1.671
H -3.308 -1.399 0.548
H -4.718 -2.254 -0.080
H -3.779 -1.168 -1.116
*
```

For the total energy, the calculation gives -14149.4859 Eh. The lowest unoccupied orbital energy comes out at 1.975 eV. The max |F| comes out at 0.5 eV Å⁻¹. The HOMO energy is -4.03 eV.

These are the Mulliken partial charges, in e, on atoms 1 to 5: atom 1 (Sc): 0.543, atom 2 (N): 0.030, atom 3 (C): 0.577, atom 4 (C): -1.861, atom 5 (P): 0.453

=====

no.,orbital gap (eV)
1,5.4
2,6.0